i:
Here is a cluster of 2 separate species, C4H9Br2N2 in total from OMol25. Energies are from the ωB97M-V functional and the def2-TZVPD basis.

```
! RIJCOSX wB97M-V def2-TZVPD def2/J DEFGRID3
* xyz 1 1
Br -2.54 -0.58 -2.80
H -0.37 -1.74 -2.17
H -1.64 1.57 0.95
C 1.60 -0.68 0.22
H 2.50 -0.17 -0.24
C -1.44 -1.73 -1.89
H 1.96 -1.23 1.12
N 0.59 0.28 0.50
H 1.78 1.08 2.08
C -0.55 0.21 -0.05
N -1.62 0.92 0.22
Br -2.08 -3.10 -0.71
H 1.65 2.18 0.70
H -2.21 0.97 -0.53
H 0.35 2.02 1.67
H 0.85 -1.40 -0.36
C 1.15 1.39 1.30
*
```

Computed properties:
HOMO energy (spin up / spin down) = -0.4530 / -0.4994 Eh
Kohn-Sham gap (spin up / spin down) = 6.349 / 8.488 eV

Atomic partial charges in e from the natural (NBO) method, atoms 1 to 8: 0.267, 0.236, 0.405, -0.406, 0.231, -0.398, 0.226, -0.418

ii:
Here is the ion C4H9Br2N2 with charge +1 from OMol25. Energies are from the ωB97M-V functional and the def2-TZVPD basis.

```
! RIJCOSX wB97M-V def2-TZVPD def2/J DEFGRID3
* xyz 1 1
C -0.59 -2.05 -1.25
N -0.10 0.23 -0.20
C 0.33 1.19 0.74
C -0.03 -1.10 -0.15
H 0.68 -1.33 1.67
H -0.57 2.57 -0.83
H 0.19 -2.40 -1.90
Br 2.26 1.07 0.81
Br -0.72 0.89 2.42
C -0.11 2.78 0.14
H 0.63 -2.82 0.76
H 0.78 3.36 -0.03
H -0.91 -2.89 -0.75
H -0.84 3.25 0.69
N 0.48 -1.79 0.87
H -1.39 -1.55 -1.85
H -0.11 0.59 -1.13
*
```

Computed properties:
SMILES = CC(=[NH2+])NC(C)(Br)Br
HOMO energy = -0.5259 Eh
Kohn-Sham gap = 10.412 eV

Atomic partial charges in e from the natural (NBO) method, atoms 1 to 8: -0.661, -0.624, -0.034, 0.606, 0.421, 0.201, 0.265, 0.109

Which of them is the most stable? Correct choice: ii.